The following is a DFT calculation (ωB97M-V with the def2-TZVPD basis set) of C36H32Cl2NO5PPd as an isolated structure at a distorted geometry.

Atoms and positions in Å:
Pd1 11.7639 9.2396 15.7162
Cl1 8.2021 4.9184 21.8027
C1 9.0537 5.9874 20.7199
C2 9.8052 7.0434 21.2547
C3 10.5578 7.8482 20.4560
Cl2 11.4607 9.1850 21.1363
C4 10.6541 7.6566 18.9955
O1 11.3935 8.3293 18.2743
C5 9.8016 6.5683 18.5068
C6 9.7935 6.2826 17.0704
O2 10.5785 6.6555 16.2676
C7 9.0271 5.7843 19.3545
H1 9.7850 7.2021 22.3402
H2 8.9026 5.6984 16.7488
H3 8.4119 5.0065 18.9197
C8 13.7306 10.9242 18.0353
C9 14.1745 9.5210 17.6427
C10 15.5981 9.1932 18.1891
C11 13.9201 9.2850 16.1493
H4 13.8897 11.0948 19.0875
H5 12.6790 11.0261 17.8072
H6 14.3383 11.6251 17.4585
H7 13.5376 8.8396 18.1972
H8 16.3663 9.7174 17.5862
H9 15.8135 8.1154 18.0536
H10 15.6908 9.4425 19.2651
H11 14.2439 8.2902 15.7979
H12 14.3592 10.0072 15.4828
O3 6.7710 10.7510 18.0170
C12 7.1778 11.9495 17.5219
C13 6.4088 13.0765 17.7423
C14 6.7726 14.2781 17.1853
C15 7.9503 14.3733 16.4348
C16 8.7850 13.2577 16.2851
C17 8.3912 12.0222 16.8081
C18 9.2256 10.8174 16.4143
O4 8.6062 9.8300 16.0250
O5 10.4756 10.9995 16.4697
H13 5.9493 10.8821 18.4938
H14 5.5380 13.0092 18.3694
H15 6.1774 15.2011 17.4040
H16 8.2911 15.3099 16.0049
H17 9.7313 13.2940 15.7652
N1 11.4150 9.1120 13.6078
P1 11.6896 10.2632 12.6084
C19 11.7506 9.7476 10.8306
C20 11.7898 10.6497 9.7660
C21 11.7777 10.1677 8.4608
C22 11.7479 8.8112 8.2056
C23 11.7171 7.9227 9.2975
C24 11.6764 8.3814 10.6032
C25 10.4488 11.5795 12.6209
C26 9.2079 11.3341 13.2118
C27 8.2732 12.3641 13.2614
C28 8.5784 13.6501 12.7536
C29 9.8221 13.8706 12.1738
C30 10.7449 12.8335 12.1114
C31 13.2168 11.1836 12.8916
C32 13.2013 11.9429 14.0809
C33 14.3809 12.4446 14.5926
C34 15.5577 12.3304 13.8822
C35 15.6112 11.6321 12.6763
C36 14.4254 11.0654 12.1838
H18 11.7525 11.7112 9.9010
H19 11.8537 10.8507 7.6346
H20 11.7751 8.4045 7.1983
H21 11.6954 6.8508 9.1035
H22 11.6335 7.6956 11.4424
H23 9.0372 10.3610 13.6635
H24 7.3539 12.1799 13.8021
H25 7.8367 14.4488 12.8358
H26 10.0752 14.8411 11.7429
H27 11.7442 13.0975 11.7433
H28 12.2861 12.0768 14.5750
H29 14.4141 12.9366 15.5942
H30 16.4890 12.7108 14.3194
H31 16.5639 11.5199 12.1473
H32 14.4699 10.4333 11.2936

## Properties
E_tot, eV: -87391.5079
Expectation value of S²: 2.01
Strongest force on any atom, eV/A: 2.279
Lowest unoccupied orbital energy (alpha / beta), eV: 4.29 / 4.29
2S+1: 3
Gap between HOMO and LUMO (alpha / beta), Ha: 0.194 / 0.228
Energy above the lowest of the compared OMol25 structures with the same formula, charge and spin, kcal per mole: 0.0
Charge: -2
HOMO energy (alpha / beta), eV: -1.0 / -1.9



The following is a DFT calculation (ωB97M-V with the def2-TZVPD basis set) of C36H32ClFeN3PSb as an isolated structure.

Atoms and positions in Å:
Fe1 -0.3023 -0.3053 1.0407
C1 0.2286 -2.7987 -1.4700
C2 0.8846 -3.1649 -0.1770
C3 1.7487 -4.2567 -0.1494
C4 2.3397 -4.6430 1.0318
C5 2.0023 -3.9599 2.1922
C6 1.1324 -2.8872 2.1107
N1 0.6105 -2.4529 0.9378
Sb1 0.4546 -2.1122 3.9915
C7 1.2439 -0.1460 3.6785
C8 2.1471 0.2446 4.6484
C9 2.6545 1.5347 4.6235
C10 2.1998 2.3932 3.6516
C11 1.2848 1.9618 2.6977
C12 0.7680 2.9742 1.7264
N2 0.8328 0.6808 2.6834
C13 -1.5677 -1.7761 3.3174
C14 -2.5547 -2.1552 4.2081
C15 -3.8794 -2.1665 3.7827
C16 -4.1633 -1.8388 2.4735
C17 -3.1361 -1.4583 1.6171
C18 -3.4292 -1.1556 0.1734
N3 -1.8638 -1.3998 2.0506
H1 -0.0673 -3.6988 -2.0091
H2 -0.6551 -2.1947 -1.3012
H3 0.9161 -2.2497 -2.1149
H4 1.9339 -4.8046 -1.0657
H5 3.0170 -5.4874 1.0641
H6 2.4016 -4.2676 3.1506
H7 2.4477 -0.4516 5.4202
H8 3.3677 1.8668 5.3671
H9 2.5368 3.4217 3.6214
H10 1.5368 3.7122 1.5025
H11 0.4468 2.5260 0.8018
H12 -0.0823 3.5025 2.1659
H13 -2.2963 -2.4540 5.2167
H14 -4.6723 -2.4612 4.4586
H15 -5.1783 -1.8852 2.0961
H16 -3.9827 -1.9830 -0.2732
H17 -4.0453 -0.2598 0.0748
H18 -2.5117 -1.0142 -0.3984
Cl1 -2.0230 1.5925 1.0916
C19 -2.1396 2.3778 -0.4794
C20 -3.0555 3.4029 -0.5923
C21 -3.1860 4.0402 -1.8172
C22 -2.4099 3.6469 -2.8974
C23 -1.5040 2.6053 -2.7623
C24 -1.3436 1.9501 -1.5417
P1 -0.1882 0.5564 -1.3534
C25 -0.0794 -0.1285 -3.0277
C26 1.1199 -0.1802 -3.7290
C27 1.1497 -0.7479 -4.9989
C28 -0.0074 -1.2690 -5.5589
C29 -1.2061 -1.2223 -4.8546
C30 -1.2414 -0.6585 -3.5907
C31 1.4593 1.3006 -1.1114
C32 1.8052 2.5630 -1.5911
C33 3.0835 3.0564 -1.3793
C34 4.0240 2.2963 -0.6900
C35 3.6918 1.0341 -0.2203
C36 2.4113 0.5373 -0.4335
H19 -3.6643 3.6962 0.2543
H20 -3.9043 4.8433 -1.9231
H21 -2.5155 4.1449 -3.8515
H22 -0.9141 2.2916 -3.6158
H23 2.0293 0.2222 -3.3000
H24 2.0814 -0.7776 -5.5507
H25 0.0215 -1.7131 -6.5473
H26 -2.1110 -1.6255 -5.2937
H27 -2.1792 -0.6178 -3.0442
H28 1.0769 3.1638 -2.1234
H29 3.3514 4.0371 -1.7544
H30 5.0230 2.6855 -0.5311
H31 4.4285 0.4330 0.2981
H32 2.1663 -0.4664 -0.0973

## Properties
E_tot, eV: -105045.8592
Expectation value of S²: 6.01
Strongest force on any atom, eV/A: 0.806
Lowest unoccupied orbital energy (alpha / beta), eV: -5.15 / -5.66
2S+1: 5
Gap between HOMO and LUMO (alpha / beta), Ha: 0.321 / 0.309
Charge: +2
HOMO energy (alpha / beta), eV: -13.9 / -14.1



The following is a DFT calculation (ωB97M-V with the def2-TZVPD basis set) of C36H32ClLuPSb as an isolated structure at a distorted geometry.

Atoms and positions in Å:
Lu1 1.8373 -0.2699 1.1269
Cl1 2.2847 1.9196 2.1830
P1 1.0992 0.9470 -1.3624
C1 -0.2050 0.2024 -2.4014
C2 0.1118 -0.8553 -3.2650
C3 -0.8727 -1.4894 -4.0210
C4 -2.2146 -1.1187 -3.8675
C5 -2.5612 -0.1331 -2.9341
C6 -1.5644 0.5698 -2.2662
C7 0.8599 2.7312 -1.6520
C8 1.5972 3.6345 -0.8504
C9 1.4849 5.0108 -1.0568
C10 0.6626 5.5060 -2.0857
C11 -0.0863 4.6119 -2.8585
C12 -0.0022 3.2332 -2.6392
C13 2.7017 0.6521 -2.2640
C14 3.8380 0.1216 -1.6088
C15 4.9724 -0.1863 -2.3641
C16 5.0338 0.1330 -3.7240
C17 3.9475 0.7545 -4.3464
C18 2.7775 0.9981 -3.6229
H1 2.2345 3.2489 -0.0451
H2 2.0399 5.7052 -0.4171
H3 0.5871 6.5849 -2.2577
H4 -0.7501 4.9788 -3.6422
H5 -0.6205 2.5568 -3.2313
H6 1.1502 -1.1678 -3.3561
H7 -0.5921 -2.2858 -4.7132
H8 -2.9867 -1.6172 -4.4532
H9 -3.6159 0.0888 -2.7409
H10 -1.8512 1.4298 -1.6571
H11 3.8504 -0.0623 -0.5161
H12 5.8182 -0.6787 -1.8816
H13 5.9369 -0.0802 -4.2903
H14 4.0009 1.0415 -5.3961
H15 1.9115 1.4381 -4.1223
H16 1.3684 -2.2356 -1.0412
H17 2.0636 -1.9593 -0.9099
C19 -2.3098 2.6754 3.5229
C20 -1.8027 2.7809 2.2249
C21 -1.5837 1.6214 1.4555
C22 -1.7821 0.3527 2.0231
C23 -2.2322 0.2565 3.3442
C24 -2.5292 1.4160 4.0825
Sb1 -1.5291 -1.5954 0.9330
C25 0.5111 -2.0858 1.8353
C26 1.5590 -2.7404 1.1428
C27 2.9075 -2.3898 1.4037
C28 3.2119 -1.6498 2.5660
C29 2.1555 -1.1673 3.3780
C30 0.8172 -1.4204 3.0390
C31 -2.9484 -2.8057 2.1440
C32 -2.5337 -3.8119 3.0242
C33 -3.4966 -4.5135 3.7722
C34 -4.8632 -4.2801 3.5809
C35 -5.2628 -3.3020 2.6636
C36 -4.3101 -2.5773 1.9256
H18 -2.5174 3.5617 4.1090
H19 -1.5746 3.7674 1.8018
H20 -1.2633 1.7143 0.4077
H21 -2.3951 -0.7268 3.8066
H22 -2.9361 1.2984 5.0896
H23 1.3219 -3.4103 0.3252
H24 3.6984 -2.7135 0.7117
H25 4.2533 -1.4759 2.8484
H26 2.3695 -0.5908 4.2864
H27 -0.0056 -1.0613 3.6581
H28 -1.4706 -4.0607 3.1226
H29 -3.1583 -5.2434 4.5065
H30 -5.6058 -4.8543 4.1340
H31 -6.3186 -3.0831 2.5087
H32 -4.6237 -1.8446 1.1745

## Properties
E_tot, eV: -99804.9367
Strongest force on any atom, eV/A: 6.108
Lowest unoccupied orbital energy, eV: -7.92
Gap between HOMO and LUMO, Ha: 0.220
Charge: +2
HOMO energy, eV: -13.9



The following is a DFT calculation (ωB97M-V with the def2-TZVPD basis set) of C36H32CuN5O3 as an isolated structure at a distorted geometry.

Atoms and positions in Å:
Cu1 -9.0185 -16.1961 9.9793
C1 -12.9890 -18.0006 9.5372
O1 -12.0677 -18.9071 10.2680
C2 -10.8840 -18.2149 10.3776
N1 -10.9597 -16.9400 10.0522
C3 -12.2433 -16.6656 9.4015
C4 -13.0128 -15.4461 9.8885
C5 -13.9794 -14.8906 9.0071
C6 -14.7857 -13.8394 9.4049
C7 -14.7406 -13.4287 10.7533
C8 -13.8395 -14.0068 11.6582
C9 -12.9624 -14.9933 11.1802
C10 -9.6837 -18.9297 10.7575
C11 -9.4806 -20.2795 11.0809
C12 -8.2054 -20.8297 10.9881
C13 -7.1225 -19.9626 10.6658
C14 -7.3738 -18.5754 10.5801
N2 -8.6180 -18.1435 10.7283
C15 -6.5285 -17.4266 10.3697
N3 -7.0435 -16.2914 10.0654
C16 -5.9628 -15.2835 9.8159
C17 -4.6889 -16.0989 10.1010
O2 -5.1710 -17.4877 10.5257
C18 -6.3052 -14.0100 10.6293
C19 -5.7307 -13.9916 11.9544
C20 -5.9433 -12.9915 12.8761
C21 -6.7558 -11.8050 12.8509
C22 -7.5560 -11.4066 11.8409
C23 -7.6188 -12.1988 10.5688
H1 -13.8761 -17.9912 10.1072
H2 -13.1884 -18.3895 8.5400
H3 -12.0113 -16.4994 8.3293
H4 -14.1755 -15.3412 8.0015
H5 -15.4138 -13.3210 8.6610
H6 -15.4777 -12.6752 11.0437
H7 -13.8200 -13.6861 12.7208
H8 -12.1913 -15.4317 11.8393
H9 -10.2927 -20.8983 11.3489
H10 -8.0209 -21.9284 10.9546
H11 -6.1025 -20.2952 10.5130
H12 -5.9536 -15.1041 8.7354
H13 -4.0166 -15.7410 10.8866
H14 -4.1795 -16.2713 9.1245
H15 -5.0797 -14.8528 12.2935
H16 -5.4141 -13.1270 13.8214
H17 -6.6409 -11.2711 13.7827
H18 -8.0679 -10.4719 11.8684
H19 -8.2565 -11.6305 9.8533
N4 -4.9618 -10.4441 8.2788
C24 -5.4724 -11.5140 7.6349
O3 -5.2323 -11.7182 6.4371
C25 -6.3276 -12.4922 8.4415
C26 -7.2622 -13.2066 7.7685
C27 -8.3973 -14.0050 8.2962
N5 -8.6902 -14.3010 9.6449
C28 -7.8990 -13.7162 10.6774
C29 -6.2041 -12.5599 9.9719
H20 -4.3995 -9.7910 7.7219
H21 -5.4179 -10.1043 9.1070
H22 -7.1787 -13.2498 6.6508
H23 -8.2420 -14.9894 7.7966
H24 -8.3841 -13.9902 11.6268
H25 -5.3599 -12.0358 10.4576
C30 -9.7374 -13.6530 7.5329
C31 -9.8622 -12.2966 6.7910
C32 -10.2089 -12.2344 5.4040
C33 -10.5480 -11.0032 4.8382
C34 -10.3931 -9.8091 5.5568
C35 -9.9088 -9.8743 6.8431
C36 -9.6580 -11.1224 7.4585
H26 -9.9382 -14.4464 6.8392
H27 -10.5239 -13.6027 8.2994
H28 -10.3058 -13.1273 4.8353
H29 -10.9769 -10.9462 3.8147
H30 -10.5775 -8.8278 5.0778
H31 -9.6028 -8.9679 7.3964
H32 -9.2076 -11.1388 8.4567

## Properties
E_tot, eV: -96078.8305
Strongest force on any atom, eV/A: 4.126
Lowest unoccupied orbital energy (alpha / beta), eV: -0.88 / -0.82
Gap between HOMO and LUMO (alpha / beta), Ha: 0.168 / 0.181
HOMO energy (alpha / beta), eV: -5.5 / -5.7



The following is a DFT calculation (ωB97M-V with the def2-TZVPD basis set) of a 5-piece molecular cluster, C36H32F4N2 overall.

Atoms and positions in Å:
N1 3.2782 5.9713 0.9639
C1 3.7498 4.9257 0.9933
C2 4.3711 3.6089 1.1570
C3 3.7291 2.4720 0.3229
C4 3.4184 2.9537 -1.0303
N2 3.1503 3.3245 -2.0838
C5 2.5482 1.7755 1.0242
C6 1.5347 2.6831 1.7216
C7 0.5931 3.4696 0.8316
C8 0.0952 4.6860 1.2902
C9 -0.7715 5.4300 0.5057
C10 -1.1487 4.9734 -0.7464
C11 -0.6562 3.7688 -1.2212
C12 0.2018 3.0217 -0.4228
H1 5.4056 3.7187 0.8215
H2 4.4076 3.3514 2.2153
H3 4.5114 1.7201 0.1904
H4 2.9929 1.1472 1.8016
H5 2.0516 1.0809 0.3489
H6 0.9044 2.0413 2.3473
H7 2.0490 3.3489 2.4175
H8 0.3819 5.0628 2.2649
H9 -1.1396 6.3760 0.8813
H10 -1.8188 5.5447 -1.3769
H11 -0.9073 3.3906 -2.1987
H12 0.5738 2.0754 -0.7967
F1 0.8932 -0.8866 1.3788
C13 1.5235 -2.0800 1.5047
C14 0.8432 -3.2279 1.1547
C15 1.4896 -4.4496 1.2819
C16 2.7921 -4.5020 1.7612
C17 3.4527 -3.3326 2.1105
C18 2.8182 -2.1047 1.9800
H13 -0.1729 -3.1607 0.7891
H14 0.9740 -5.3536 1.0137
H15 3.2910 -5.4567 1.8611
H16 4.4658 -3.3732 2.4878
H17 3.3160 -1.1808 2.2420
F2 1.4779 -6.8692 -0.4364
C19 0.8500 -6.9949 -1.6279
C20 -0.2532 -7.8185 -1.7167
C21 -0.8950 -7.9369 -2.9411
C22 -0.4250 -7.2429 -4.0477
C23 0.6891 -6.4230 -3.9307
C24 1.3354 -6.2905 -2.7101
H18 -0.5977 -8.3543 -0.8424
H19 -1.7649 -8.5735 -3.0295
H20 -0.9274 -7.3409 -5.0005
H21 1.0586 -5.8834 -4.7922
H22 2.2007 -5.6520 -2.5929
F3 -2.3220 4.1753 -3.7521
C25 -3.3580 3.4076 -4.1487
C26 -4.2459 2.9499 -3.1962
C27 -5.3117 2.1623 -3.6068
C28 -5.4690 1.8408 -4.9482
C29 -4.5589 2.3113 -5.8852
C30 -3.4929 3.1058 -5.4884
H23 -4.0984 3.2084 -2.1558
H24 -6.0212 1.7992 -2.8753
H25 -6.3002 1.2241 -5.2627
H26 -4.6775 2.0593 -6.9305
H27 -2.7752 3.4890 -6.2012
F4 -3.6216 1.7750 5.2468
C31 -2.6073 0.9321 4.9674
C32 -2.0678 0.9320 3.6967
C33 -1.0209 0.0639 3.4165
C34 -0.5382 -0.7888 4.4008
C35 -1.1002 -0.7721 5.6703
C36 -2.1418 0.0966 5.9633
H28 -2.4629 1.6017 2.9439
H29 -0.5816 0.0523 2.4324
H30 0.2761 -1.4667 4.1773
H31 -0.7280 -1.4383 6.4373
H32 -2.5903 0.1313 6.9470

## Properties
E_tot, eV: -51700.4466
Strongest force on any atom, eV/A: 0.654
Lowest unoccupied orbital energy, eV: 0.35
Gap between HOMO and LUMO, Ha: 0.336
HOMO energy, eV: -8.8



The following is a DFT calculation (ωB97M-V with the def2-TZVPD basis set) of C36H32NO2P2Rh as an isolated structure at a distorted geometry.

Atoms and positions in Å:
C1 3.3838 0.6035 -2.5657
C2 3.2201 -0.2812 -1.4886
C3 3.7964 -1.5594 -1.5578
C4 4.5446 -1.9304 -2.6713
C5 4.7145 -1.0410 -3.7306
C6 4.1151 0.2155 -3.6853
P1 2.2015 0.1982 -0.0459
C7 2.8763 -0.8264 1.3100
C8 2.1428 -1.8827 1.8714
C9 2.7427 -2.6991 2.8349
C10 4.0449 -2.4438 3.2700
C11 4.7522 -1.3572 2.7428
C12 4.1634 -0.5406 1.7753
Rh1 0.1051 0.0035 -0.1127
P2 -0.3398 -0.3498 -2.1288
C13 0.4999 -1.8065 -2.8449
C14 1.0857 -1.7699 -4.1142
C15 1.6626 -2.9115 -4.6651
C16 1.7304 -4.0923 -3.9238
C17 1.2110 -4.1234 -2.6272
C18 0.5884 -2.9937 -2.0902
C19 -2.1208 -0.7540 -2.2996
C20 -3.0461 0.1439 -1.7447
C21 -4.3986 -0.2055 -1.6578
C22 -4.8475 -1.4165 -2.2020
C23 -3.9387 -2.2754 -2.8306
C24 -2.5786 -1.9420 -2.8761
C25 -0.1292 1.0777 -3.2413
C26 0.3407 2.3236 -2.7883
C27 0.4350 3.3959 -3.6809
C28 0.0161 3.2460 -5.0064
C29 -0.4878 2.0181 -5.4515
C30 -0.5515 0.9390 -4.5699
C31 2.7441 1.9052 0.3338
C32 4.0067 2.3765 -0.0529
C33 4.3876 3.6844 0.2516
C34 3.5133 4.5258 0.9453
C35 2.2638 4.0521 1.3539
C36 1.8860 2.7369 1.0730
H1 -2.7228 1.1211 -1.3862
H2 -5.0931 0.4688 -1.1520
H3 -5.9069 -1.6781 -2.1518
H4 -4.2783 -3.2126 -3.2736
H5 -1.8711 -2.6081 -3.3643
H6 1.0922 -0.8463 -4.6860
H7 2.0669 -2.8688 -5.6773
H8 2.1995 -4.9806 -4.3516
H9 1.2816 -5.0357 -2.0291
H10 0.1867 -3.0277 -1.0742
H11 0.6211 2.4636 -1.7409
H12 0.8301 4.3529 -3.3301
H13 0.0666 4.0937 -5.6910
H14 -0.8290 1.8895 -6.4802
H15 -0.9413 -0.0195 -4.9178
H16 4.6997 1.7274 -0.5910
H17 5.3671 4.0347 -0.0659
H18 3.8133 5.5461 1.1809
H19 1.5763 4.6998 1.8995
H20 0.9205 2.3591 1.4239
H21 1.1060 -2.0518 1.5700
H22 2.1805 -3.5366 3.2443
H23 4.5064 -3.0828 4.0236
H24 5.7625 -1.1375 3.0818
H25 4.7042 0.3229 1.3866
H26 3.6785 -2.2599 -0.7281
H27 4.9872 -2.9259 -2.7095
H28 5.2984 -1.3317 -4.6021
H29 4.2205 0.9011 -4.5248
H30 2.9560 1.6060 -2.5252
H31 5.4624 -0.7265 -6.5647
H32 5.3384 0.0156 -6.5449
O1 -2.5747 0.4755 1.0264
N1 -1.3754 0.2629 1.0692
O2 -0.6560 0.2665 2.1120

## Properties
E_tot, eV: -64999.5228
Expectation value of S²: 6.03
Strongest force on any atom, eV/A: 5.936
Lowest unoccupied orbital energy (alpha / beta), eV: -6.19 / -10.43
2S+1: 5
Gap between HOMO and LUMO (alpha / beta), Ha: 0.225 / 0.133
Energy above the lowest of the compared OMol25 structures with the same formula, charge and spin, kcal per mole: 0.0
Charge: +2
HOMO energy (alpha / beta), eV: -12.3 / -14.0